i:
14
Properties=species:S:1:pos:R:3:mulliken_charge:R:1 method="wB97M-V/def2-TZVPD" orbital_gap_ev=8.7192 homo_ha=-0.3244
O -0.784 -1.178 -0.102 -0.25
O -1.901 -0.706 1.920 -0.49
N -0.708 0.942 -0.920 -0.20
N -0.105 1.952 -1.838 -0.60
C -0.080 0.021 -0.343 0.61
C 1.719 -0.991 0.954 -0.56
C 1.086 0.172 0.391 -0.16
C -1.902 -1.411 0.786 0.23
H -1.006 2.373 -2.544 0.28
H 0.544 2.878 -1.386 0.25
H 1.680 1.388 0.659 0.12
H -2.721 -2.207 0.175 0.27
H 1.521 -2.509 0.747 0.22
H 2.657 -0.722 1.504 0.27

ii:
14
Properties=species:S:1:pos:R:3:mulliken_charge:R:1 method="wB97M-V/def2-TZVPD" orbital_gap_ev=10.6326 homo_ha=-0.3837
O 2.582 0.709 -1.234 -0.40
O 1.278 -0.865 -0.131 -0.47
N 0.425 2.094 0.050 -0.63
N -1.191 0.095 2.075 -0.65
C 2.295 -0.465 -0.685 0.19
C -1.706 -0.576 -0.274 -1.04
C -1.067 0.207 0.822 0.78
C -0.316 1.347 0.493 0.40
H -2.813 -0.848 -0.118 0.35
H -1.841 -0.526 2.526 0.24
H -1.686 0.059 -1.159 0.30
H 3.244 -1.087 -0.626 0.30
H 1.965 1.422 -1.164 0.38
H -1.169 -1.566 -0.576 0.25

iii:
14
Properties=species:S:1:pos:R:3:mulliken_charge:R:1 method="wB97M-V/def2-TZVPD" orbital_gap_ev="8.3379 / 8.3387" homo_ha="-0.3207 / -0.3207"
O -0.131 1.581 -2.640 -0.47
O 2.815 0.034 0.110 -0.59
N 1.850 -0.614 -0.411 0.18
N -0.219 -0.745 -1.705 -0.34
C -0.588 0.735 1.583 -0.42
C 0.120 0.581 -2.052 0.68
C 0.992 -0.175 -1.250 0.04
C -1.727 -0.009 1.778 -0.52
H -2.119 -0.443 0.979 0.33
H -0.460 -1.595 -2.211 0.25
H 1.756 -1.493 0.082 0.26
H -2.110 -0.136 2.727 0.26
H -0.038 1.299 2.392 0.22
H -0.142 0.978 0.620 0.11

iv:
14
Properties=species:S:1:pos:R:3:mulliken_charge:R:1 method="wB97M-V/def2-TZVPD" orbital_gap_ev=8.8524 homo_ha=-0.3307
O -0.792 -1.783 -0.501 -0.47
O 0.122 1.795 1.813 -0.57
N -0.798 -0.336 1.349 -0.17
N -0.173 0.296 -1.629 -0.79
C -0.763 -1.666 0.694 0.07
C 0.122 1.148 -0.499 0.08
C -0.190 0.897 0.991 0.32
C 1.229 0.412 -1.212 -0.38
H 0.027 2.218 -0.730 0.36
H -1.010 -2.551 1.295 0.39
H -0.557 -0.659 -1.344 0.54
H 1.663 -0.589 -0.756 0.14
H 2.032 0.980 -1.774 0.25
H -0.910 -0.163 2.303 0.25

Structures ranked by computed energy, the most stable listed first: ii, iv, iii, i.

i:
14
Properties=species:S:1:pos:R:3:mulliken_charge:R:1 method="wB97M-V/def2-TZVPD" orbital_gap_ev=10.3405 homo_ha=-0.3675
O 0.085 -1.261 -0.552 -0.35
O 1.296 1.854 -0.014 -0.37
N -2.617 0.577 -0.113 -0.66
N -0.840 -0.813 0.601 -0.34
C -1.208 0.479 -0.065 0.35
C 1.363 -0.916 -0.170 -0.38
C 0.194 1.139 -0.463 -0.07
C 1.189 0.487 0.455 0.17
H -1.691 -1.252 0.366 0.34
H 0.201 0.313 -1.328 0.26
H -2.808 1.642 -0.144 0.27
H 2.128 -1.012 -1.040 0.29
H 1.701 -1.556 0.779 0.27
H 1.006 0.319 1.690 0.21

ii:
14
Properties=species:S:1:pos:R:3:mulliken_charge:R:1 method="wB97M-V/def2-TZVPD" orbital_gap_ev=9.4546 homo_ha=-0.3737
O -1.806 -1.226 -0.042 -0.61
O -1.676 2.478 -0.841 -0.49
N 1.532 -0.058 -1.444 -0.63
N -0.476 0.613 -0.124 0.21
C 0.900 -1.400 0.674 -1.04
C 0.852 -0.333 -0.291 0.61
C -0.553 2.053 -0.406 0.12
C -1.598 0.050 0.493 0.07
H 0.535 2.708 -0.355 0.26
H 1.809 -2.321 0.346 0.28
H 0.727 -1.037 1.777 0.30
H -0.362 -1.786 0.638 0.42
H 2.359 -0.591 -1.543 0.24
H -2.242 0.852 1.118 0.27

Structures ranked by computed energy, the most stable listed first: ii, i.

i:
14
Properties=species:S:1:pos:R:3:mulliken_charge:R:1 method="wB97M-V/def2-TZVPD" orbital_gap_ev=9.7369 homo_ha=-0.3323
O -0.075 1.609 -0.080 -0.43
O 2.049 0.758 -0.770 -0.49
N -2.307 0.730 -0.399 -0.64
N -0.285 -1.828 -0.548 -0.59
C -1.097 0.614 -0.132 0.33
C 0.756 -0.234 1.175 -0.60
C 0.936 0.607 -0.039 0.42
C -0.180 -0.541 0.003 0.30
H -2.639 1.684 -0.503 0.28
H 1.516 -0.989 1.313 0.30
H 0.358 0.198 2.085 0.23
H 2.472 1.604 -0.568 0.36
H -0.581 -1.798 -1.517 0.26
H -0.925 -2.413 -0.021 0.25

ii:
14
Properties=species:S:1:pos:R:3:mulliken_charge:R:1 method="wB97M-V/def2-TZVPD" orbital_gap_ev="8.9185 / 8.9178" homo_ha="-0.3096 / -0.3096"
O 1.095 1.004 -0.315 -0.31
O 2.854 -0.210 -1.099 -0.43
N -0.571 -0.648 -0.828 -0.23
N -0.105 -2.469 0.728 -0.61
C -0.150 0.474 -0.101 0.62
C 2.230 0.232 -0.191 0.15
C -1.148 1.494 0.331 -1.29
C -0.009 -1.363 0.164 0.23
H -2.131 1.273 -0.098 0.33
H -0.906 -3.038 0.426 0.22
H -1.258 1.491 1.417 0.26
H 2.416 0.012 0.872 0.43
H -1.466 -0.746 -1.322 0.29
H -0.851 2.492 0.015 0.35

iii:
14
Properties=species:S:1:pos:R:3:mulliken_charge:R:1 method="wB97M-V/def2-TZVPD" orbital_gap_ev=9.1122 homo_ha=-0.3104
O 2.521 -1.214 0.242 -0.52
O 2.317 1.630 -0.002 -0.51
N -0.893 -0.032 -0.094 0.61
N -0.069 1.056 -0.127 -0.82
C -2.311 0.186 0.097 -0.74
C 1.292 -0.637 -0.109 0.38
C 0.036 -1.022 -0.278 -0.68
C 1.291 0.764 -0.288 0.32
H -2.688 1.227 -0.295 0.27
H 2.172 -2.068 -0.362 0.41
H -2.867 -0.792 -0.173 0.29
H -0.268 -2.024 -0.236 0.39
H -2.459 0.349 1.359 0.24
H 1.924 2.576 0.266 0.36

Structures ranked by computed energy, the most stable listed first: i, ii, iii.

i:
14
Properties=species:S:1:pos:R:3:mulliken_charge:R:1 method="wB97M-V/def2-TZVPD" orbital_gap_ev=7.1224 homo_ha=-0.3169
O -0.555 0.600 2.346 -0.59
O 0.280 0.372 -1.967 -0.70
N -1.932 -0.187 -0.895 -0.33
N 2.264 -0.243 -0.438 -0.63
C 0.059 0.355 0.267 0.11
C 0.883 0.247 -0.842 0.54
C 0.445 0.791 1.583 0.26
C -1.321 0.305 0.137 -0.32
H 1.462 1.475 1.592 0.24
H 1.823 -1.681 0.602 0.23
H 2.829 -1.004 -1.014 0.32
H -1.872 0.047 1.070 0.32
H -1.486 -0.482 -1.855 0.29
H -2.878 -0.597 -0.586 0.27

ii:
14
Properties=species:S:1:pos:R:3:mulliken_charge:R:1 method="wB97M-V/def2-TZVPD" orbital_gap_ev=9.5273 homo_ha=-0.3184
O 0.782 -0.640 -1.013 -0.34
O 0.472 -0.025 1.136 -0.38
N -1.159 1.244 -0.308 -0.44
N -2.334 -0.934 0.131 -0.56
C -1.397 -0.152 -0.051 0.08
C 2.090 -0.169 -0.576 0.05
C 1.813 0.018 0.707 -0.40
C -0.054 -0.819 0.112 0.45
H 2.556 0.369 1.495 0.31
H -1.929 2.028 -0.718 0.25
H -0.196 1.587 0.177 0.25
H 2.690 0.127 -1.563 0.29
H -3.341 -0.682 0.041 0.25
H 0.007 -1.952 0.431 0.19

Structures ranked by computed energy, the most stable listed first: ii, i.

i:
14
Properties=species:S:1:pos:R:3:mulliken_charge:R:1 method="wB97M-V/def2-TZVPD" orbital_gap_ev="8.0555 / 8.7313" homo_ha="-0.3182 / -0.3234"
O 2.941 1.071 -0.067 -0.61
O 0.829 1.708 0.069 -0.35
N 2.225 -1.453 0.205 -0.50
N 1.352 -0.546 -0.204 0.00
C -1.329 0.562 -0.665 -0.45
C -0.528 1.461 0.273 -0.11
C 1.768 0.749 -0.048 0.66
C -1.081 0.183 0.720 -0.32
H -1.687 -0.144 1.535 0.29
H 2.172 -2.345 -0.264 0.24
H -2.328 0.828 -0.995 0.28
H -0.731 0.094 -1.436 0.21
H -0.960 2.393 0.635 0.38
H 3.139 -1.106 0.501 0.27

ii:
14
Properties=species:S:1:pos:R:3:mulliken_charge:R:1 method="wB97M-V/def2-TZVPD" orbital_gap_ev=9.2602 homo_ha=-0.3228
O 0.809 -0.515 0.932 -0.42
O -0.902 0.914 1.506 -0.45
N 0.698 1.602 -0.644 -0.47
N -0.414 1.136 -1.274 -0.48
C -0.085 -0.982 -0.006 0.99
C -0.417 -2.254 -0.094 -0.95
C -0.741 -0.076 -0.902 -0.45
C 0.297 0.790 1.408 0.35
H 0.056 -2.926 0.594 0.29
H 1.020 1.618 1.864 0.28
H 1.560 0.923 -0.662 0.32
H 0.949 2.881 -0.805 0.32
H -1.178 -2.645 -0.812 0.26
H -1.653 -0.467 -1.105 0.40

Structures ranked by computed energy, the most stable listed first: ii, i.

i:
17
Properties=species:S:1:pos:R:3:mulliken_charge:R:1 method="wB97M-V/def2-TZVPD" orbital_gap_ev="8.1072 / 7.8909" homo_ha="-0.2735 / -0.2591"
F -1.124 1.612 1.109 -0.32
N 2.257 1.403 0.620 -0.67
C -1.440 0.678 -1.102 -1.01
C 2.100 -0.912 -0.488 -0.96
C -1.025 0.491 0.326 0.58
C -1.367 -0.815 1.014 -1.13
C 1.783 0.326 0.247 0.42
H 1.212 -1.191 -0.928 0.24
H 2.280 -1.740 0.144 0.33
H 2.882 -0.715 -1.215 0.33
H -0.855 -1.566 0.542 0.32
H -2.452 1.270 -1.260 0.33
H -1.167 -0.654 2.151 0.27
H -0.656 1.164 -1.693 0.28
H -1.603 -0.362 -1.523 0.28
H -2.452 -0.860 0.905 0.38
H 1.626 1.873 1.152 0.34

ii:
17
Properties=species:S:1:pos:R:3:mulliken_charge:R:1 method="wB97M-V/def2-TZVPD" orbital_gap_ev=10.2766 homo_ha=-0.3413
F -0.566 3.581 -0.588 -0.26
N -0.649 -1.777 -0.689 -0.27
C -1.520 -2.750 -0.112 -0.73
C 0.392 1.655 0.330 -0.02
C 0.534 -2.061 -0.974 -0.33
C -0.490 2.239 -0.458 -0.17
C 1.395 2.383 1.167 -1.03
H 0.912 2.837 2.032 0.27
H 0.994 -3.042 -0.799 0.25
H -1.224 1.733 -1.062 0.40
H -1.968 -2.322 0.784 0.25
H 1.150 -1.302 -1.434 0.30
H -2.324 -2.931 -0.828 0.24
H 0.374 0.578 0.378 0.19
H 2.162 1.700 1.519 0.32
H -1.034 -3.706 0.133 0.31
H 1.862 3.186 0.601 0.28

Structures ranked by computed energy, the most stable listed first: ii, i.

i:
12
Properties=species:S:1:pos:R:3:mulliken_charge:R:1 method="wB97M-V/def2-TZVPD" orbital_gap_ev=8.0650 homo_ha=-0.4751 total_charge=+1
S -0.027 2.808 -1.442 -0.32
N 0.913 -2.082 0.180 -0.18
C -0.763 -0.603 0.829 -1.07
C 0.351 -0.987 0.012 0.39
H 0.684 -0.263 -0.700 0.31
H 0.474 -2.605 0.927 0.23
H -1.121 -1.532 1.373 0.32
H -0.290 -0.045 1.704 0.35
H -1.532 0.176 0.410 0.33
H 0.449 3.874 -2.071 0.19
H 1.789 -2.362 -0.247 0.30
H -0.929 3.620 -0.976 0.16

ii:
12
Properties=species:S:1:pos:R:3:mulliken_charge:R:1 method="wB97M-V/def2-TZVPD" orbital_gap_ev=9.4395 homo_ha=-0.4923 total_charge=+1
S 0.374 -1.104 1.935 -0.19
N -1.186 0.699 -0.849 -0.36
C 0.140 -0.152 -0.641 -0.49
C 0.751 0.105 0.708 -0.66
H -0.943 1.667 -0.618 0.35
H -0.340 -1.227 -0.632 0.39
H -1.837 0.244 -0.209 0.35
H 0.743 -0.026 -1.542 0.38
H 0.502 1.072 1.197 0.34
H -1.339 0.533 -1.871 0.37
H 1.280 -2.093 1.851 0.17
H 1.854 0.283 0.670 0.35

Structures ranked by computed energy, the most stable listed first: ii, i.

i:
59
Properties=species:S:1:pos:R:3:mulliken_charge:R:1 method="wB97M-V/def2-TZVPD" orbital_gap_ev=8.1473 homo_ha=-0.3077
S -0.824 -2.010 3.287 -0.13
O -0.387 -3.168 0.695 -0.64
O -2.489 0.605 0.891 -0.63
O 1.698 -2.795 -1.144 -0.74
O -3.420 2.387 -4.394 -0.47
O 4.308 1.838 2.005 -0.40
N 3.987 0.419 -0.406 0.15
N 1.121 -0.549 -1.093 0.59
N -3.163 -1.837 4.310 -0.61
C 2.064 -0.004 -2.037 -0.70
C 1.029 -1.848 -0.763 0.65
C -4.468 -0.397 2.821 -1.18
C -2.029 -1.066 2.464 0.42
C 4.393 0.431 1.970 -0.86
C -2.008 -2.368 4.519 0.80
C -1.676 -3.219 5.683 -1.17
C 3.869 1.863 -0.382 -0.23
C 3.532 -0.229 -1.610 -1.46
C 0.069 0.245 -0.487 0.29
C 4.718 2.391 0.777 -0.80
C 3.526 -0.143 0.847 -0.02
C -1.777 -0.325 1.236 -0.02
C -1.958 2.661 -2.594 -0.94
C -0.083 -1.958 0.220 0.64
C -0.621 -0.740 0.431 -0.39
C -4.125 1.569 -5.296 -0.83
C -1.104 2.166 -1.633 -0.08
C -3.209 -1.092 3.184 0.07
C -0.872 0.801 -1.532 -0.19
C -2.601 1.798 -3.482 0.98
C -1.510 -0.055 -2.416 -0.74
C -2.367 0.430 -3.386 -0.74
H 1.925 -0.491 -3.009 0.39
H -0.624 2.847 -0.945 0.46
H -4.561 -0.309 1.742 0.32
H -4.789 0.873 -4.772 0.33
H -1.421 -4.225 5.354 0.29
H 0.232 -3.794 0.274 0.34
H 1.849 1.060 -2.150 0.48
H 5.773 2.141 0.589 0.38
H -5.314 -0.935 3.242 0.40
H -0.819 -2.813 6.218 0.31
H -3.446 1.006 -5.945 0.32
H -1.338 -1.120 -2.347 0.40
H 0.496 1.078 0.086 0.39
H -2.848 -0.267 -4.054 0.42
H 2.826 2.197 -0.233 0.04
H 3.632 -1.229 0.814 0.43
H 4.051 0.079 2.944 0.37
H -2.533 -3.265 6.348 0.34
H -2.151 3.718 -2.677 0.44
H 4.165 0.122 -2.431 0.46
H -4.456 0.612 3.232 0.25
H -4.722 2.247 -5.903 0.24
H 4.611 3.472 0.877 0.37
H 3.690 -1.303 -1.489 0.51
H 5.437 0.124 1.812 0.40
H 4.240 2.269 -1.325 0.46
H 2.473 0.105 1.063 -0.13

ii:
59
Properties=species:S:1:pos:R:3:mulliken_charge:R:1 method="wB97M-V/def2-TZVPD" orbital_gap_ev=9.1334 homo_ha=-0.3285
S 4.802 -1.150 -0.124 1.42
O -1.256 1.877 1.162 -0.66
O 5.383 -1.399 -1.416 -0.68
O -5.460 1.776 1.638 -0.64
O 4.691 -2.247 0.791 -0.76
O 8.342 0.508 0.283 -0.42
N -4.517 0.719 -0.155 0.47
N -0.566 1.274 -0.926 -0.06
N 5.566 0.107 0.689 0.02
C 1.208 0.529 0.588 -0.61
C -1.460 1.781 -0.021 0.22
C 2.696 -0.226 -1.641 -0.35
C 6.050 1.160 -0.182 -0.69
C -6.408 -2.976 0.244 -0.87
C -5.178 -0.531 -0.050 -0.08
C -4.682 1.747 0.717 0.52
C -3.716 2.853 0.313 -1.12
C 0.694 0.722 -0.695 0.94
C 6.537 -0.279 1.695 -0.74
C -7.186 -1.847 0.033 1.25
C 3.192 -0.412 -0.365 -0.30
C -6.568 -0.604 -0.141 0.96
C 7.889 -0.588 1.049 -0.44
C -2.768 2.209 -0.696 0.11
C 1.447 0.340 -1.808 -0.81
C 2.458 -0.040 0.744 -0.78
C -5.028 -2.896 0.302 -1.00
C 7.431 0.816 -0.750 -0.50
C -7.373 0.631 -0.403 -1.76
C -4.411 -1.669 0.167 -0.55
C -8.679 -1.971 -0.002 -1.61
C -3.540 0.968 -1.188 -0.97
H 6.104 2.082 0.407 0.38
H -9.065 -1.746 -0.997 0.35
H -0.837 1.302 -1.901 0.23
H -3.184 3.207 1.197 0.37
H -8.983 -2.982 0.258 0.39
H -9.137 -1.279 0.702 0.34
H 2.873 -0.209 1.725 0.41
H -8.287 0.400 -0.943 0.52
H -2.897 0.095 -1.331 0.49
H -6.891 -3.935 0.371 0.36
H 5.326 1.285 -0.988 0.35
H 0.627 0.825 1.445 0.52
H 3.295 -0.533 -2.483 0.54
H 7.784 -1.477 0.410 0.31
H -6.798 1.351 -0.981 0.36
H -7.635 1.105 0.543 0.31
H -4.438 -3.783 0.472 0.39
H -2.526 2.879 -1.525 0.64
H 7.854 1.668 -1.285 0.37
H -4.279 3.684 -0.112 0.34
H -3.337 -1.585 0.252 0.52
H 6.635 0.550 2.403 0.34
H 7.329 -0.040 -1.432 0.34
H -4.050 1.173 -2.141 0.17
H 6.142 -1.159 2.203 0.44
H 8.654 -0.766 1.806 0.37
H 1.048 0.485 -2.802 0.34

Structures ranked by computed energy, the most stable listed first: ii, i.